[1]
{"formula": "C3H7N3O", "method": "the ωB97M-V functional and the def2-TZVPD basis", "smiles": "CC(/N=C\\O)=N\\N", "homo_ev": -7.5, "energy_ev": -9740.120, "de_lowest_ev": 2.914, "lumo_ev": 0.70, "mol_weight_da": 101.11, "elements": ["C", "C", "N", "C", "O", "N", "N", "H", "H", "H", "H", "H", "H", "H"], "coordinates": [[1.399654, 1.283113, 0.033822], [0.195778, 0.380245, 0.054245], [-1.012546, 0.995849, -0.127946], [-2.075185, 0.318147, 0.084311], [-2.341357, -0.940243, -0.319647], [0.210607, -0.901230, 0.208132], [1.383625, -1.586487, 0.187149], [1.064339, 2.315543, 0.027169], [2.000000, 1.098046, -0.859513], [2.028006, 1.101223, 0.905366], [-2.966358, 0.899565, 0.326483], [-3.260080, -1.183992, -0.156192], [2.141608, -1.209667, -0.378438], [1.231908, -2.570113, 0.015060]], "atomic_forces_ev_per_a": [[-0.11, -0.37, -0.26], [1.56, -1.60, -0.80], [-1.37, -0.04, 2.56], [-1.12, 1.20, -2.26], [0.40, -0.31, 0.72], [-0.03, 0.59, -0.82], [0.93, 0.04, 0.63], [0.06, 0.02, -0.01], [0.13, 0.09, -0.04], [0.05, -0.04, 0.03], [-0.17, -0.14, 0.06], [0.02, 0.29, 0.12], [-0.26, 0.03, 0.08], [-0.09, 0.25, 0.00]], "nbo_charge": [-0.6862, 0.3177, -0.5391, 0.4691, -0.6461, -0.2769, -0.6490, 0.2397, 0.2128, 0.2262, 0.1354, 0.4875, 0.3418, 0.3670]}


[2]
{"formula": "C4H10N", "method": "the ωB97M-V functional and the def2-TZVPD basis", "smiles": "C=C[NH+](C)C", "homo_ev": -15.7, "charge": 1, "energy_ev": -5791.290, "de_lowest_ev": 2.568, "lumo_ev": -3.36, "mol_weight_da": 72.13, "elements": ["C", "C", "N", "C", "C", "H", "H", "H", "H", "H", "H", "H", "H", "H", "H"], "coordinates": [[-0.285668, 2.132284, 0.571248], [0.372110, 1.009204, 0.797719], [-0.228328, -0.220725, -0.232721], [0.780961, -0.576810, -1.315634], [-0.567625, -1.399054, 0.609384], [-0.115804, 3.064593, 1.089943], [-0.898212, 2.204628, -0.370045], [0.974747, 0.722364, 1.714986], [-1.045798, 0.234688, -0.741461], [0.398952, -1.597968, -1.604999], [0.830107, 0.017773, -2.162796], [1.739550, -0.588512, -0.739147], [0.041714, -2.216975, 0.277659], [-0.325269, -1.189665, 1.692067], [-1.671436, -1.595824, 0.413798]], "atomic_forces_ev_per_a": [[0.31, -0.01, -1.61], [-1.98, -1.25, -0.73], [1.39, 3.49, 0.56], [-0.12, -2.92, 2.92], [-1.66, 0.33, 0.60], [0.02, -0.13, 0.29], [0.41, 0.10, 1.25], [-0.64, -0.12, -1.71], [1.03, -0.90, 1.37], [1.10, 0.94, -0.08], [-0.23, 1.68, -1.18], [-0.57, -0.41, -1.06], [0.08, -0.51, -0.05], [-0.64, -0.22, -1.28], [1.50, -0.08, 0.70]], "nbo_charge": [-0.3572, -0.0307, -0.3940, -0.3994, -0.4256, 0.2620, 0.2123, 0.2672, 0.4421, 0.2238, 0.2402, 0.2325, 0.2324, 0.2442, 0.2503]}


[3]
{"formula": "C60H51N9O18", "method": "the ωB97M-V functional and the def2-TZVPD basis", "smiles": "O=[N+]([O-])c1ccccc1.O=[N+]([O-])c1ccccc1.O=[N+]([O-])c1ccccc1.O=[N+]([O-])c1ccccc1.O=[N+]([O-])c1ccccc1.O=[N+]([O-])c1ccccc1.O=[N+]([O-])c1ccccc1.O=[N+]([O-])c1ccccc1.O=[N+]([O-])c1ccccc1.c1ccccc1", "homo_ev": -9.9, "energy_ev": -113287.456, "lumo_ev": -1.07, "mol_weight_da": 1186.11, "elements": ["O", "N", "O", "C", "C", "C", "C", "C", "C", "H", "H", "H", "H", "H", "O", "N", "O", "C", "C", "C", "C", "C", "C", "H", "H", "H", "H", "H", "O", "N", "O", "C", "C", "C", "C", "C", "C", "H", "H", "H", "H", "H", "O", "N", "O", "C", "C", "C", "C", "C", "C", "H", "H", "H", "H", "H", "O", "N", "O", "C", "C", "C", "C", "C", "C", "H", "H", "H", "H", "H", "O", "N", "O", "C", "C", "C", "C", "C", "C", "H", "H", "H", "H", "H", "O", "N", "O", "C", "C", "C", "C", "C", "C", "H", "H", "H", "H", "H", "O", "N", "O", "C", "C", "C", "C", "C", "C", "H", "H", "H", "H", "H", "O", "N", "O", "C", "C", "C", "C", "C", "C", "H", "H", "H", "H", "H", "C", "C", "C", "C", "C", "C", "H", "H", "H", "H", "H", "H"], "coordinates": [[0.405752, -0.541668, 4.598296], [0.743417, 0.116763, 5.589388], [0.525703, -0.238871, 6.722367], [1.459792, 1.436338, 5.410680], [1.761934, 2.210022, 6.521087], [2.406226, 3.446483, 6.299364], [2.712373, 3.881665, 5.036930], [2.389029, 3.098564, 3.943260], [1.782793, 1.865787, 4.128507], [1.576411, 1.920372, 7.563480], [2.647987, 4.093292, 7.138664], [3.145484, 4.867225, 4.936758], [2.527994, 3.344627, 2.894893], [1.396357, 1.387761, 3.225505], [1.875370, -5.558769, 0.945833], [2.983928, -5.209394, 1.282317], [3.273828, -5.136556, 2.463974], [4.055532, -4.928449, 0.262296], [5.194906, -4.223185, 0.684856], [6.216853, -3.843871, -0.231725], [6.065562, -4.260092, -1.546347], [4.971583, -5.028428, -1.930973], [3.930569, -5.362850, -1.042651], [5.217243, -3.987507, 1.740754], [6.983243, -3.125125, 0.070995], [6.785731, -3.953868, -2.323447], [4.951844, -5.328860, -2.992587], [2.990765, -5.836135, -1.318146], [-1.482391, 3.383975, -3.180350], [-2.379436, 4.240033, -3.265874], [-2.272784, 5.126851, -4.089565], [-3.548667, 4.209353, -2.396650], [-3.619861, 3.340788, -1.319835], [-4.755704, 3.349539, -0.503221], [-5.768707, 4.251024, -0.716662], [-5.670660, 5.090920, -1.802930], [-4.593330, 5.099024, -2.642393], [-2.818431, 2.626888, -1.262837], [-4.874979, 2.635043, 0.287582], [-6.682737, 4.284027, -0.138975], [-6.371624, 5.939915, -1.910349], [-4.508516, 5.871867, -3.392780], [1.507217, 3.852027, -0.392824], [0.849785, 4.617112, -1.102533], [1.165161, 4.920028, -2.230450], [-0.418961, 5.193708, -0.461356], [-0.995885, 4.509476, 0.550365], [-2.270268, 4.851100, 1.033648], [-2.947485, 5.882623, 0.426540], [-2.328895, 6.592263, -0.614141], [-1.041994, 6.297432, -1.028686], [-0.521714, 3.723313, 1.077314], [-2.601016, 4.254111, 1.883191], [-3.960920, 6.149191, 0.624797], [-2.871452, 7.383749, -1.167661], [-0.726661, 6.773197, -1.964886], [-5.619504, 0.717713, 6.064839], [-4.857395, 1.516752, 5.489179], [-4.423121, 2.543198, 5.946399], [-4.473271, 1.091841, 4.057088], [-4.970411, -0.084167, 3.522623], [-4.643252, -0.358721, 2.178761], [-3.823542, 0.439474, 1.435042], [-3.319352, 1.542489, 2.047918], [-3.620014, 1.879032, 3.364977], [-5.632654, -0.672789, 4.141579], [-5.087272, -1.174521, 1.627252], [-3.673109, 0.233798, 0.369702], [-2.666141, 2.149744, 1.438509], [-3.271849, 2.741177, 3.925880], [8.271177, 0.966676, 1.776604], [7.537031, 0.219957, 1.171091], [7.910238, -0.867203, 0.723452], [6.175077, 0.652428, 0.921407], [5.870821, 1.995058, 0.767614], [4.569520, 2.388011, 0.586573], [3.545614, 1.420805, 0.570886], [3.836921, 0.063260, 0.830487], [5.165155, -0.324503, 0.941734], [6.662506, 2.720611, 0.756433], [4.367980, 3.432197, 0.398094], [2.524571, 1.731083, 0.410111], [3.098737, -0.753831, 0.895371], [5.467549, -1.368278, 1.069152], [-0.330361, 1.307777, 1.817398], [-0.301153, 0.970390, 0.654622], [-0.782632, 1.637826, -0.236734], [0.261978, -0.420033, 0.292100], [0.320403, -1.362570, 1.250427], [0.732331, -2.632239, 0.914630], [1.184113, -2.907083, -0.405638], [1.163778, -1.851277, -1.349944], [0.696979, -0.585867, -1.006086], [-0.056972, -1.081273, 2.236969], [0.773669, -3.389883, 1.670643], [1.329690, -3.965326, -0.744892], [1.535786, -2.038145, -2.368488], [0.836372, 0.231179, -1.692850], [5.368665, -1.368809, -2.482122], [4.352146, -1.530732, -3.183229], [4.159553, -2.589872, -3.779648], [3.367463, -0.349527, -3.488177], [3.487221, 0.835395, -2.820107], [2.512435, 1.787772, -2.987222], [1.464629, 1.570185, -3.875004], [1.365665, 0.358676, -4.477668], [2.326778, -0.656275, -4.282750], [4.373458, 0.912466, -2.153027], [2.528219, 2.593170, -2.279027], [0.683491, 2.328509, -4.018055], [0.574478, 0.163785, -5.178890], [2.276722, -1.653577, -4.750604], [-2.735851, -9.884945, -2.655524], [-2.364414, -8.849700, -3.177211], [-2.266238, -8.649409, -4.374401], [-2.045509, -7.680533, -2.259857], [-1.539973, -6.517093, -2.840811], [-1.273070, -5.492166, -1.980336], [-1.475814, -5.624047, -0.643496], [-1.944846, -6.759603, -0.081876], [-2.182473, -7.848812, -0.931288], [-1.342306, -6.442027, -3.909535], [-0.847285, -4.549521, -2.295006], [-1.284212, -4.776357, 0.023454], [-2.185989, -6.790520, 0.960726], [-2.632416, -8.739217, -0.518783], [-5.281273, -1.442479, -1.389441], [-4.000784, -1.902924, -0.990445], [-2.866976, -1.457678, -1.624136], [-2.967017, -0.565328, -2.698322], [-4.220978, -0.114702, -3.060304], [-5.371708, -0.566378, -2.434137], [-6.122305, -1.807490, -0.836412], [-3.976643, -2.570834, -0.147807], [-1.876336, -1.736734, -1.224223], [-2.090151, -0.141488, -3.188755], [-4.369049, 0.493586, -3.948351], [-6.330591, -0.293381, -2.851915]], "atomic_forces_ev_per_a": [[0.61, 1.12, 0.72], [-0.15, -0.26, -0.76], [0.07, 0.15, 0.20], [-0.15, -0.43, -0.11], [0.62, 0.58, 0.41], [-0.50, -0.75, 0.81], [0.06, 0.46, -0.47], [-0.19, -0.71, -0.37], [-0.83, 0.12, -0.36], [-0.17, -0.17, -0.75], [-0.08, -0.26, -0.01], [0.13, -0.03, -0.22], [0.29, 0.55, 0.28], [0.34, -0.41, 0.62], [-0.29, -0.05, -1.29], [0.62, -0.49, 0.91], [0.66, 0.49, -0.34], [0.85, 0.42, 0.40], [0.07, 0.02, -0.33], [-1.58, -0.08, 0.92], [0.31, 0.08, -0.29], [-0.46, -0.47, -0.52], [0.04, 0.51, -0.33], [0.26, 0.26, -0.04], [-0.07, -0.54, -0.05], [-0.41, -0.21, 0.58], [-0.35, 0.09, 0.75], [0.39, -0.19, -0.27], [-1.54, 0.27, 0.87], [2.26, -0.68, -1.01], [-0.86, 0.40, 0.26], [-0.83, 0.07, 0.41], [-0.19, -0.28, -0.86], [0.34, -0.45, -0.09], [-0.32, -0.23, -0.46], [-0.81, 2.03, 0.02], [0.99, 0.25, -0.24], [0.17, -0.27, 0.55], [0.25, -0.22, 0.25], [0.20, -0.13, 0.32], [0.08, -0.87, -0.10], [0.05, -0.23, -0.21], [-0.53, 0.42, -0.42], [0.07, 0.02, 1.17], [-0.54, 0.19, 0.38], [1.02, 0.24, -1.74], [-0.93, -0.07, 1.56], [1.05, 0.00, 0.03], [0.35, 0.56, -0.73], [-0.24, 0.52, 0.10], [-0.55, -0.33, -1.36], [0.66, -0.67, -0.04], [-0.43, 0.42, -0.32], [-0.51, -0.03, 0.54], [0.31, -0.56, 0.60], [0.48, -0.22, 0.62], [1.21, 1.54, -0.62], [-1.04, -2.25, -0.51], [-0.04, -0.13, -0.16], [-0.55, -0.62, 1.26], [-0.14, 0.16, -0.61], [-1.22, -1.06, 0.85], [-0.34, -0.04, -0.35], [1.22, 1.49, 0.04], [0.51, 0.93, -0.22], [-0.01, -0.22, -0.29], [-0.19, -0.41, 0.48], [0.16, 0.09, 0.50], [0.11, 0.32, 0.27], [0.33, 0.15, -0.56], [-0.11, 0.39, 0.19], [1.22, -0.77, -0.70], [-0.77, 0.60, 0.35], [-1.53, -0.63, 0.16], [0.86, -0.28, 0.11], [-1.00, -0.77, -0.43], [0.40, -0.41, 0.67], [0.19, 0.14, -0.47], [0.90, 0.22, 0.17], [0.26, 0.15, 0.10], [-0.25, 0.01, 0.02], [-0.13, 0.08, -0.03], [0.08, 0.83, -0.16], [-0.27, 0.41, -0.02], [0.41, -0.18, 0.29], [-0.16, -1.17, -0.26], [0.22, -0.25, -0.49], [-0.26, 2.74, -1.04], [-0.83, -0.19, 1.57], [1.03, -0.56, -1.28], [-1.37, 0.17, -0.05], [0.29, -0.92, 0.10], [0.81, -0.59, -0.04], [0.31, -0.36, -0.12], [-0.14, -0.38, 0.19], [0.33, 1.26, 0.55], [-0.31, 0.09, 0.63], [-0.50, 0.17, -0.10], [-2.27, 0.60, -0.83], [1.79, -0.09, -0.54], [-0.48, 1.16, 0.63], [1.58, -2.01, 1.02], [1.65, -0.22, 0.98], [0.19, 0.09, 0.63], [-0.40, 1.14, 0.73], [0.37, -1.64, -1.20], [-1.32, -0.21, -1.27], [-0.92, 0.30, -0.35], [-0.02, 0.77, -0.29], [0.40, -0.31, 0.11], [-0.33, -0.05, -0.07], [-0.15, 0.75, 0.24], [0.24, 0.37, -0.33], [-0.19, 0.61, 0.39], [0.02, -0.25, 0.45], [0.63, -0.64, -2.16], [-0.13, -0.57, -0.50], [0.79, 0.97, -0.86], [0.14, 1.63, 1.85], [-0.43, -1.33, -0.50], [-1.08, 0.09, 1.95], [-0.24, -0.13, 0.33], [-0.07, 0.00, -0.47], [0.03, -0.17, -0.35], [0.11, -0.26, 0.38], [0.20, -0.24, -0.19], [1.51, -0.71, 0.66], [-1.45, 0.40, -0.12], [1.11, 0.18, 0.13], [0.08, 0.37, 0.49], [-0.16, -0.13, -1.00], [-0.36, 0.01, -0.40], [-0.53, -0.08, -0.03], [0.34, -0.23, 0.17], [-0.55, -0.02, -0.43], [-0.10, -0.32, 0.13], [0.31, 0.21, 0.20], [-0.11, 0.23, 0.20]], "mulliken_charge": [-0.5880, 1.0145, -0.6021, -0.4357, -0.5249, -0.3069, -0.7799, -0.2473, 0.6538, 0.4471, 0.3665, 0.4019, 0.3953, 0.1562, -0.5479, 1.0524, -0.6324, 0.2710, -0.6532, -0.1207, -0.4194, -0.4126, -0.3917, 0.5109, 0.3863, 0.3143, 0.3346, 0.4043, -0.4552, 1.0484, -0.6529, -1.0241, 1.1020, -0.4869, -1.1145, -0.3407, -0.5181, 0.6383, 0.4557, 0.4787, 0.3070, 0.5388, -0.5133, 1.0495, -0.5886, -0.3345, 0.0187, -0.7380, -0.5147, -0.4062, -0.5930, 0.8272, 0.4100, 0.5663, 0.3324, 0.3955, -0.6059, 0.9899, -0.5937, -0.4846, -0.9105, -0.5804, 0.1366, 0.2562, -0.1382, 0.5309, 0.2576, 0.0321, 0.4838, 0.5785, -0.5932, 0.8915, -0.5653, 0.4572, -0.9304, -0.5592, -0.0167, -0.0142, -0.1810, 0.4654, 0.5531, 0.2903, 0.1141, 0.0685, -0.5357, 0.9088, 0.0412, 0.2005, -0.8757, -0.7849, -0.0030, -1.0890, 0.5094, 0.3906, 0.6585, 0.6068, 0.2147, -0.2576, -0.5835, 1.1488, -0.5999, -0.2512, -0.6108, -0.0972, -0.4886, -0.3591, -0.3505, 0.4449, 0.4179, 0.4399, 0.4407, 0.5038, -0.6010, 0.9920, -0.5934, 0.1214, -0.5645, -0.2436, -0.0488, -0.8296, -0.3747, 0.4487, 0.4730, 0.3330, 0.4577, 0.4461, -0.3546, -0.9150, 0.3704, -0.6334, -0.2892, -0.7756, 0.4963, 0.5470, 0.3045, 0.4396, 0.4534, 0.4337]}